Record 1
H4NP | ωB97M-V with the def2-TZVPD basis set

```
6
Properties=species:S:1:pos:R:3:lowdin_charge:R:1
N -0.6528 0.3336 0.0202 -0.437
P 1.0060 0.0117 -0.1575 0.621
H -1.4417 -0.4643 -0.8791 0.209
H -0.9816 1.2313 -0.2638 -0.055
H 0.7672 -1.2057 0.2858 -0.157
H 1.3272 0.6018 0.9394 -0.181
```

Output
HOMO-LUMO gap = 8.8 eV


Record 2
C23H23KN6O2Se | ωB97M-V with the def2-TZVPD basis set

```
56
Properties=species:S:1:pos:R:3:lowdin_charge:R:1
K -0.5111 0.1152 1.0251 0.700
N -2.7502 -1.1544 -0.5861 -0.016
N -3.7625 -1.3080 0.3877 -0.061
C -3.3791 -1.4136 1.7661 -0.787
O -4.2428 -1.9406 2.4925 -0.076
O -2.2521 -0.9414 2.0645 -0.251
H -3.1183 -0.6152 -1.3575 0.056
H -2.4175 -2.0499 -0.9266 0.071
H -4.4759 -1.9879 0.1742 0.097
N 6.2913 3.1207 4.1653 0.132
C 5.3383 2.6484 3.7347 -0.176
C 4.1228 2.0434 3.2005 -0.232
C 2.9682 2.7996 3.0907 -0.010
C 1.8374 2.1721 2.5848 -0.118
N 1.8301 0.8978 2.2036 0.035
C 2.9481 0.1909 2.2948 -0.103
C 4.1314 0.7227 2.8003 -0.005
H 2.9428 3.8402 3.3816 0.115
H 0.9085 2.7211 2.4721 0.064
H 2.9012 -0.8251 1.9206 0.100
H 5.0288 0.1237 2.8387 0.116
C 1.0977 -1.2366 -2.5477 -0.064
C 1.9257 -1.9954 -1.5238 -0.539
C 2.3747 -3.3366 -2.0726 -0.069
C 1.6493 -1.7474 -0.0998 -0.086
C 2.9821 -1.1175 -0.7631 -0.372
C 4.2610 -1.7287 -0.4260 -0.067
C 5.4112 -0.9968 -0.2477 -0.151
C 5.4342 0.3981 -0.4475 -0.153
C 4.2286 1.0274 -0.8420 -0.134
C 3.0684 0.3261 -1.0029 -0.049
H 0.2719 -1.8760 -2.8831 0.072
H 1.6812 -0.9516 -3.4321 0.079
H 0.6539 -0.3396 -2.1200 0.060
H 1.4869 -3.9341 -2.3114 0.071
H 2.9608 -3.9029 -1.3517 0.055
H 2.9596 -3.2406 -2.9956 0.074
H 1.9619 -2.6078 0.5162 0.035
H 4.2883 -2.7989 -0.2702 0.084
H 6.3226 -1.5140 0.0405 0.080
H 6.3442 0.9703 -0.3150 0.069
H 4.2129 2.1024 -1.0009 0.091
H 2.1663 0.8608 -1.2769 0.101
Se -0.8877 4.2933 0.7294 0.865
N -1.0641 2.8462 -0.3600 -0.326
C -2.0340 3.1829 -1.2281 -0.436
C -2.4798 2.3461 -2.2779 -0.076
C -3.4877 2.7628 -3.1304 -0.155
C -4.0835 4.0234 -2.9706 -0.163
C -3.6733 4.8761 -1.9598 -0.087
C -2.6465 4.4937 -1.0642 -0.453
N -2.1959 5.2703 -0.0641 -0.324
H -2.0110 1.3755 -2.3941 0.085
H -3.8221 2.1079 -3.9273 0.076
H -4.8744 4.3321 -3.6455 0.073
H -4.1304 5.8506 -1.8312 0.084
```

Output
HOMO-LUMO gap (alpha / beta) = 4.7 / 4.4 eV
total charge = -2


Record 3
CH2Cl2NO2S | ωB97M-V with the def2-TZVPD basis set

```
9
Properties=species:S:1:pos:R:3:lowdin_charge:R:1
C -1.6165 -1.1739 0.0588 -1.307
N 0.8450 1.8088 -0.2097 -0.273
O 2.6764 0.2077 0.3821 -0.628
O -0.8823 -0.1851 0.1543 -0.323
S 1.6411 0.3074 -0.6379 0.808
Cl -1.6445 -2.4285 1.3062 0.404
Cl -1.8335 -2.1317 -1.5026 0.313
H 0.9746 1.9640 0.7742 0.010
H -0.1603 1.6314 -0.3252 -0.003
```

Output
HOMO-LUMO gap (alpha / beta) = 7.5 / 5.4 eV
total charge = -1


Record 4
BeFH10O5 | ωB97M-V with the def2-TZVPD basis set

```
17
Properties=species:S:1:pos:R:3:lowdin_charge:R:1
Be 14.4260 -4.5980 -23.3570 0.115
F 13.9570 -5.8340 -22.5740 -0.244
O 14.5000 -6.9910 -20.2640 -0.045
H 14.4490 -6.4660 -21.0990 -0.007
H 13.7130 -7.4390 -20.4300 -0.008
O 16.1420 -4.5390 -23.2750 0.081
H 16.6460 -5.1520 -22.6560 0.182
H 16.5100 -3.6130 -23.2890 0.154
O 13.9950 -4.8050 -24.9190 0.139
H 13.7190 -4.0150 -25.4280 0.160
H 13.2740 -5.3750 -25.0480 0.113
O 13.7800 -3.1940 -22.8130 0.130
H 12.9190 -3.2580 -22.3780 0.156
H 14.3460 -2.7180 -22.2100 0.133
O 14.1700 -8.4290 -23.1360 -0.038
H 14.1050 -7.4800 -23.0870 -0.038
H 14.1770 -8.7370 -22.2430 0.016
```

Output
HOMO-LUMO gap = 9.0 eV
total charge = +1


Record 5
C2H4O3 | ωB97M-V with the def2-TZVPD basis set

```
9
Properties=species:S:1:pos:R:3:lowdin_charge:R:1
O -0.7380 -1.7354 -0.2627 0.054
C -0.6183 -1.3904 0.8792 -0.406
O -0.6498 -0.1368 1.2993 0.085
H -0.5979 -2.1710 1.6438 0.137
H -0.4205 0.4647 0.5753 0.074
C 0.9236 1.5540 -1.5175 -0.110
O 1.0916 1.5937 -0.3291 -0.014
H 1.5443 0.8799 -2.1291 0.090
H 0.1848 2.1795 -2.0435 0.089
```

Output
SMILES = O=CO.C=O
HOMO-LUMO gap = 11.0 eV


Record 6
CH4FN | ωB97M-V with the def2-TZVPD basis set

```
7
Properties=species:S:1:pos:R:3:lowdin_charge:R:1
C -0.4041 0.4946 0.3519 0.058
N 0.4076 -1.0253 -1.9092 0.091
F 1.5106 -0.1928 -2.0416 -0.172
H -1.1937 0.3356 1.1182 0.001
H 0.4668 -0.1770 0.6364 -0.004
H -0.2580 1.1759 -0.4397 -0.037
H 0.7744 -1.7841 -1.2388 0.063
```

Output
HOMO-LUMO gap (alpha / beta) = 8.5 / 11.0 eV


| no. | molar mass (g mol⁻¹) |
| --- | --- |
| 1 | 49.013 |
| 2 | 533.535 |
| 3 | 163.005 |
| 4 | 118.085 |
| 5 | 76.051 |
| 6 | 49.048 |